{"formula": "C2H3NOS3", "method": "ωB97M-V/def2-TZVPD", "homo_lumo_gap_ev": 8.12, "smiles": "S=c1cnos1.S", "de_lowest_kcal_mol": 61.4, "elements": ["S", "C", "C", "N", "O", "S", "H", "S", "H", "H"], "coordinates": [[-0.0580, 0.6951, -2.5421], [0.0459, -0.5587, -1.5117], [1.1845, -1.0209, -0.7088], [0.9965, -2.0306, 0.0533], [-0.2252, -2.5019, 0.0236], [-1.2571, -1.7464, -1.0063], [2.0612, -0.5187, -0.6098], [-1.0202, 2.2803, 1.5366], [-1.3658, 3.4045, 2.2178], [-0.3616, 1.9973, 2.5474]], "atomic_forces_ev_per_a": [[0.0, -0.5, 0.3], [-0.9, -0.8, 0.4], [-3.0, -0.9, -0.3], [1.4, 0.5, 0.4], [-1.0, -1.5, 0.5], [1.0, 1.8, -1.2], [2.5, 1.3, -0.2], [-1.9, 1.5, -2.1], [-0.2, -0.2, -0.6], [2.0, -1.3, 2.7]], "nbo_charge": [0.035, -0.379, -0.089, 0.001, -0.430, 0.632, 0.230, -0.260, 0.147, 0.113]}